Entry 1:
A cluster of 9 separate species, C36H93N3O12 in total, computed with the ωB97M-V functional and the def2-TZVPD basis.

```
144
Properties=species:S:1:pos:R:3:forces:R:3:lowdin_charge:R:1
C 18.25464 -14.12484 -7.87188 -0.2 1.1 -1.0 -0.092
O 18.51584 -14.25170 -9.27395 -0.7 0.4 0.1 -0.197
C 19.31524 -15.35319 -9.61575 1.1 0.0 -1.2 -0.225
C 19.72965 -15.31153 -11.14171 -1.7 0.7 2.1 -0.182
N 18.57215 -15.47946 -12.01561 -0.5 0.1 1.9 -0.054
C 18.84555 -15.14760 -13.37261 -1.3 0.6 -1.1 -0.224
C 17.61019 -15.46914 -14.22310 -0.1 0.7 0.0 -0.193
O 16.56759 -14.62652 -13.73680 0.3 0.1 0.2 -0.211
C 15.32868 -15.23212 -13.90115 -1.0 0.3 -0.8 -0.141
H 17.62970 -14.90807 -7.47541 -0.4 -0.4 0.0 0.079
H 17.80362 -13.12417 -7.65022 0.2 -0.9 -0.5 0.103
H 19.19552 -14.14145 -7.38666 1.1 -0.1 0.9 0.063
H 18.79769 -16.28730 -9.48532 -0.4 -0.6 0.4 0.110
H 20.24794 -15.36041 -9.00584 -0.4 0.0 -0.3 0.126
H 20.41657 -16.10555 -11.28499 0.8 -0.8 -0.3 0.097
H 20.23970 -14.36677 -11.24444 0.3 0.6 -0.5 0.110
H 17.72283 -15.06062 -11.57032 1.2 -0.1 -1.1 0.137
H 19.68979 -15.70269 -13.68514 0.9 -1.0 -0.5 0.081
H 19.14435 -14.12644 -13.59501 -0.1 0.7 0.4 0.121
H 17.33274 -16.49295 -14.02940 -0.1 -0.6 0.0 0.104
H 17.63134 -15.30374 -15.32228 0.7 -0.2 0.5 0.117
H 15.02349 -15.34438 -14.97609 0.4 0.0 0.5 0.081
H 14.55939 -14.59512 -13.45257 0.2 -0.1 0.2 0.092
H 15.33225 -16.21623 -13.44987 -0.2 -0.4 0.2 0.087
C 6.11409 -19.26900 -16.91943 1.0 -1.0 1.6 -0.068
O 6.93829 -19.03438 -15.76098 0.2 0.5 -0.4 -0.197
C 7.92341 -20.02812 -15.47893 -1.1 1.2 -1.4 -0.240
C 9.03128 -19.39335 -14.76207 0.9 1.2 1.1 -0.196
N 9.84174 -18.56399 -15.69709 -0.7 0.5 0.3 -0.052
C 10.95410 -17.81740 -15.07828 0.1 -1.0 0.8 -0.198
C 11.75014 -16.95879 -16.02592 -1.5 1.3 -1.5 -0.152
O 10.85567 -15.90821 -16.62849 0.6 -1.5 0.4 -0.217
C 10.44351 -14.99186 -15.65823 -1.1 0.5 0.1 -0.157
H 6.72930 -19.61520 -17.74496 0.0 0.0 -0.3 0.074
H 5.61551 -18.34842 -17.15628 -0.3 0.3 -0.1 0.081
H 5.44575 -20.06664 -16.59073 -0.5 0.1 -0.7 0.088
H 8.38690 -20.35671 -16.38804 0.0 -0.5 -1.0 0.110
H 7.49235 -20.88466 -15.01597 -0.4 -0.7 0.8 0.120
H 9.60379 -20.23229 -14.41980 0.9 -0.3 0.5 0.114
H 8.67904 -18.81151 -13.86929 0.2 -0.4 -0.6 0.141
H 9.17224 -17.88876 -16.07671 0.3 0.0 0.0 0.122
H 11.62259 -18.58295 -14.63155 -0.1 0.4 -0.2 0.131
H 10.64104 -17.16724 -14.23359 -0.1 -0.4 -0.3 0.114
H 12.21492 -17.46405 -16.89017 -0.3 0.1 0.7 0.107
H 12.46289 -16.38517 -15.45085 0.7 -0.2 0.1 0.098
H 9.62093 -15.32629 -14.96304 0.6 0.0 -0.7 0.093
H 10.06243 -14.08730 -16.17506 0.3 -0.5 0.3 0.096
H 11.29135 -14.74838 -15.03457 0.3 0.5 0.4 0.072
C 12.80967 -23.33105 -20.24738 0.2 0.7 -0.4 -0.111
O 13.13490 -22.93841 -18.91257 0.0 -0.2 -0.7 -0.189
C 12.34268 -21.91249 -18.32163 -1.4 0.2 -1.3 -0.241
C 12.64348 -21.86109 -16.86537 -0.5 0.1 2.4 -0.209
N 14.03095 -21.55007 -16.51845 0.9 0.4 -0.4 -0.050
C 14.50623 -21.95765 -15.18694 -1.3 0.1 0.1 -0.196
C 15.97834 -22.26526 -15.09557 -0.6 -0.2 -1.1 -0.220
O 16.26298 -23.26320 -16.05095 1.4 -0.4 -0.7 -0.191
C 17.45740 -22.98799 -16.81857 -0.1 -0.7 -0.6 -0.092
H 12.92732 -22.53472 -21.00805 -0.4 0.4 0.6 0.083
H 11.80691 -23.76558 -20.36048 0.1 0.1 0.3 0.090
H 13.55180 -24.02364 -20.64081 0.1 -0.5 0.7 0.076
H 11.22783 -22.15070 -18.41060 1.3 0.1 0.0 0.132
H 12.43451 -20.91171 -18.83400 0.4 -1.0 0.5 0.108
H 12.30802 -22.81963 -16.35519 0.4 0.6 -0.7 0.133
H 12.00737 -21.06698 -16.39676 0.2 -0.5 -0.5 0.119
H 14.62739 -22.01521 -17.19269 0.1 -0.1 -0.1 0.103
H 13.88874 -22.79696 -14.87247 0.2 -0.6 0.2 0.109
H 14.31539 -21.20709 -14.42473 -0.2 0.6 0.0 0.113
H 16.17422 -22.65116 -14.09594 0.4 0.3 0.2 0.126
H 16.53124 -21.36619 -15.37529 0.2 0.1 0.5 0.098
H 17.33231 -22.02843 -17.32944 0.2 0.0 0.1 0.049
H 17.57781 -23.75773 -17.63117 -0.4 0.6 1.0 0.098
H 18.40726 -22.98571 -16.24299 -0.7 0.0 0.1 0.088
C 10.31094 -17.60355 -19.72387 -0.1 0.5 0.5 -0.050
C 10.04664 -19.06289 -19.38237 -1.0 0.1 -1.4 -0.532
C 10.49864 -20.05222 -20.46878 1.0 1.1 0.1 -0.059
O 10.69984 -19.43583 -18.22374 0.7 -0.7 0.5 -0.076
H 9.83681 -17.26667 -20.65535 0.2 -0.3 0.0 0.079
H 11.39821 -17.42863 -19.75053 -0.3 0.0 -0.1 0.081
H 9.89125 -16.95922 -18.92469 0.3 -0.3 -0.3 0.072
H 8.94884 -19.19214 -19.33164 0.1 0.0 0.4 0.128
H 11.59568 -19.83119 -20.65429 -1.0 -0.8 0.3 0.096
H 10.00715 -19.86775 -21.42660 -0.2 -0.1 0.2 0.076
H 10.27188 -21.04996 -20.07508 0.4 0.1 -0.5 0.068
H 10.30236 -19.15252 -17.38306 -0.3 0.3 0.2 0.040
C 22.07283 -17.79058 -14.95048 1.0 1.3 1.7 -0.066
C 20.92400 -18.44721 -14.22333 -0.9 0.6 -0.6 -0.511
C 20.19916 -19.57546 -15.00128 1.2 1.4 0.1 -0.046
O 21.45247 -18.79977 -12.93979 -1.4 -0.9 0.1 -0.061
H 21.86629 -17.48703 -15.95328 -0.2 -0.2 -0.8 0.062
H 23.00869 -18.36548 -14.84778 -0.5 0.0 -0.4 0.088
H 22.29908 -16.81538 -14.41632 -0.2 -1.0 -0.4 0.094
H 20.09659 -17.68072 -14.15752 0.8 -0.4 0.5 0.116
H 19.41472 -19.88303 -14.34052 -0.7 -0.7 0.1 0.060
H 20.88638 -20.37997 -15.25702 -0.2 -0.2 -0.1 0.080
H 19.77061 -19.06041 -15.89116 0.2 -0.8 0.4 0.083
H 20.80054 -19.40081 -12.50038 0.8 0.8 -0.5 0.107
C 16.15189 -20.39092 -21.36590 -0.5 -0.7 -0.6 -0.048
C 16.04970 -21.82650 -20.90940 -0.6 -1.3 0.5 -0.474
C 16.19825 -22.78478 -22.10246 0.6 0.6 0.3 -0.053
O 16.98858 -22.15415 -19.84480 1.1 0.6 -1.5 -0.078
H 15.30709 -20.08941 -21.98917 -0.3 0.0 0.4 0.093
H 16.97122 -20.23515 -22.04155 0.9 0.0 -0.1 0.077
H 16.25340 -19.79932 -20.50002 0.0 1.1 0.8 0.036
H 15.11832 -22.03972 -20.37440 -0.2 0.4 -0.3 0.108
H 15.96077 -23.83689 -21.90244 -0.1 0.4 0.1 0.076
H 17.27988 -22.71026 -22.31485 -0.4 -0.3 -0.5 0.081
H 15.61925 -22.38844 -22.95775 0.3 -0.4 0.3 0.087
H 17.88297 -22.03331 -20.25276 -0.9 -0.2 0.7 0.106
C 18.38958 -16.70236 -19.89615 -0.1 0.3 -1.8 -0.054
C 17.73600 -15.59021 -19.17275 2.6 0.0 2.2 -0.586
C 18.73262 -14.81760 -18.29277 -0.3 -0.1 0.2 -0.035
O 17.18194 -14.71042 -20.03137 -1.0 0.4 -2.3 -0.003
H 19.27312 -16.38070 -20.51357 -1.0 -0.3 0.4 0.109
H 17.53346 -17.01541 -20.50751 0.7 -0.7 -0.5 0.078
H 18.68346 -17.47177 -19.21778 0.2 -0.7 0.4 0.060
H 17.00613 -16.06164 -18.52761 -0.6 -0.1 0.5 0.103
H 19.28299 -15.44191 -17.58925 -0.3 -0.1 0.3 0.071
H 18.10658 -14.07442 -17.80641 0.4 0.3 0.6 0.055
H 19.49631 -14.29087 -18.86091 -0.1 0.0 -0.4 0.084
H 16.81155 -13.98966 -19.53928 -0.5 1.0 0.4 0.040
C 14.29450 -13.66067 -17.94033 0.3 0.4 -2.6 -0.044
C 15.10649 -12.46001 -17.54686 0.2 1.2 -0.2 -0.456
C 15.74836 -12.58598 -16.17424 -0.3 -0.4 0.4 -0.050
O 16.15447 -12.35305 -18.55185 -0.5 -0.5 0.0 -0.077
H 13.50687 -13.95568 -17.32079 -1.1 -0.2 1.5 0.053
H 14.94818 -14.52060 -18.08244 0.1 -0.1 0.0 0.072
H 13.79077 -13.44414 -18.92493 0.7 -0.3 0.7 0.111
H 14.47305 -11.52220 -17.64180 0.6 -1.0 0.4 0.152
H 16.53268 -11.82861 -16.00573 -0.4 -0.2 0.0 0.090
H 16.20068 -13.58736 -16.03263 -0.1 0.5 -0.3 0.059
H 14.96646 -12.52576 -15.39625 0.4 0.2 -0.2 0.090
H 16.59546 -11.50728 -18.47392 0.1 0.2 0.1 0.093
C 16.69822 -18.89533 -16.87475 -1.1 0.4 -1.9 -0.029
C 15.43144 -18.04580 -17.18335 0.0 -1.8 -0.1 -0.452
C 15.01411 -18.13264 -18.66159 -0.5 -0.6 1.3 -0.030
O 14.36156 -18.46250 -16.32613 -0.2 -0.7 -0.2 -0.095
H 16.69428 -19.88189 -17.39436 -0.6 0.5 0.5 0.074
H 16.77405 -19.01536 -15.81456 0.6 0.1 0.6 0.062
H 17.48401 -18.38331 -17.41333 0.9 0.3 0.6 0.052
H 15.51833 -17.00128 -16.94083 0.7 0.5 0.3 0.102
H 15.73415 -17.82163 -19.40047 0.3 0.2 0.0 0.053
H 14.13425 -17.52133 -18.67326 -0.6 0.4 -0.7 0.067
H 14.70430 -19.15999 -18.85132 0.0 -0.1 -0.2 0.074
H 14.19750 -19.43656 -16.43232 0.3 0.6 -0.2 0.068
```
Positions in Å, forces in eV/Å.

Frontier orbital gap ... 0.3388 hartree
LUMO energy ... 0.6498 eV
E_tot ... -67874.808 eV
SMILES ... COCCNCCOC.COCCNCCOC.COCCNCCOC.CC(C)O.CC(C)O.CC(C)O.CC(C)O.CC(C)O.CC(C)O
Total charge ... 0

Entry 2:
A structure of composition C38H53BrClN2NiOP2Si, computed with the ωB97M-V functional and the def2-TZVPD basis.

```
100
Properties=species:S:1:pos:R:3:forces:R:3:lowdin_charge:R:1
Ni -1.42293 3.90041 -1.58301 0.2 0.9 -1.0 0.306
Cl -1.31192 9.48805 -7.18532 0.1 1.7 -0.9 0.762
C -1.25491 7.91810 -6.67581 0.3 -4.0 1.5 -0.734
C -0.83337 6.78334 -7.56167 -1.3 0.5 -0.3 -0.022
C -1.04855 5.47604 -7.21842 1.2 1.9 -0.3 -0.012
C -1.45801 5.08961 -5.91317 -1.4 -0.5 1.6 -0.381
O -1.63242 3.89626 -5.62535 0.4 0.6 0.2 0.035
C -1.70848 6.20299 -4.94872 0.0 -1.2 1.6 -0.112
C -1.98839 6.02786 -3.57677 0.9 3.2 -2.0 -0.117
N -2.41576 5.00133 -2.83555 -0.1 -0.7 1.0 -0.059
C -3.78573 4.71989 -2.78669 1.3 1.8 -2.3 -0.221
C -4.78045 5.58195 -3.24592 0.5 -0.6 -0.2 0.020
C -6.10483 5.13053 -3.16735 -0.9 0.0 0.0 -0.066
C -6.35406 3.84896 -2.78801 -0.8 -1.7 0.3 -0.041
C -5.34440 2.93971 -2.32916 -0.4 0.9 -0.6 -0.136
C -5.62853 1.73207 -1.65482 1.6 1.3 0.4 0.027
C -4.59072 1.16519 -0.95350 -0.3 -0.9 0.3 -0.038
C -3.27953 1.66320 -1.09929 1.3 1.1 0.0 -0.069
N -2.94700 2.81511 -1.75043 -3.4 -2.9 0.3 0.008
C -4.03415 3.43099 -2.37484 0.2 -1.1 2.1 -0.156
C -1.59538 7.56511 -5.40114 -0.1 1.2 -0.4 -0.097
H -0.55322 7.07781 -8.58479 0.1 -0.4 0.5 0.113
H -0.78520 4.62350 -7.78889 0.2 -0.3 -1.1 0.110
H -1.83926 7.04721 -3.09427 -0.4 -1.1 0.1 0.131
H -4.51520 6.47137 -3.81438 -0.1 0.1 0.6 0.119
H -7.00708 5.74264 -3.35990 1.0 -0.1 -0.3 0.127
H -7.36097 3.41704 -2.84322 0.2 0.5 0.2 0.121
H -6.63876 1.46651 -1.51668 -1.0 -0.6 0.0 0.114
H -4.82539 0.35666 -0.22107 0.6 0.6 -0.9 0.130
H -2.42044 1.15768 -0.61334 -0.7 0.3 -0.2 0.124
H -1.91994 8.35184 -4.70028 0.3 -0.4 -0.4 0.115
C -0.69280 4.66217 1.73023 -0.5 0.9 -0.4 -0.217
P -0.00122 4.51536 -0.00764 1.2 1.6 3.5 0.854
C 0.94037 6.08080 -0.38576 -0.2 -0.4 0.3 -0.206
C 1.37367 3.33341 0.20151 1.4 -0.7 1.1 -0.354
C 2.22907 3.05272 1.33976 -1.3 -1.5 -2.1 -0.023
C 3.18030 2.01924 1.22410 -0.1 1.0 -0.8 -0.060
C 3.56636 1.53093 -0.03246 -1.6 -0.8 -1.5 -0.026
C 2.65774 1.72081 -1.13710 2.2 1.4 1.8 -0.053
C 1.62336 2.62409 -0.96589 -0.5 0.4 0.0 -0.429
P 0.50860 3.06592 -2.30683 0.3 -2.8 -1.8 0.859
C 0.23503 1.44643 -3.23270 -1.6 1.1 -0.1 -0.208
C 1.42012 4.18351 -3.42569 0.4 0.5 2.0 -0.195
H -1.74848 4.37351 1.58245 0.5 -0.3 0.6 0.030
H -0.76233 5.70272 2.10217 0.3 -0.3 -0.5 0.055
H -0.14462 4.10651 2.50620 -0.4 -0.1 -0.5 0.040
H 1.61908 6.40655 0.42755 -0.6 -0.3 -0.3 0.070
H 0.23202 6.87140 -0.65952 0.3 -0.1 0.0 0.049
H 1.57173 5.81505 -1.23222 0.0 0.3 -0.1 0.018
H 1.98284 3.42694 2.29425 -0.1 0.6 0.9 0.082
H 3.66564 1.58485 2.07607 0.3 0.4 0.5 0.107
H 4.46710 0.89595 -0.14531 -0.8 0.4 0.1 0.121
H 2.90159 1.52302 -2.16069 0.3 -1.0 -0.3 0.101
H 1.03196 1.16621 -3.90418 0.3 0.0 -0.1 0.037
H -0.67419 1.72656 -3.84878 1.0 -0.5 0.4 0.051
H -0.05433 0.58887 -2.58494 0.3 0.8 -0.2 0.060
H 1.28320 3.83034 -4.40588 -0.5 0.1 -1.5 0.031
H 2.50151 4.20415 -3.20375 -0.5 -0.1 0.0 0.071
H 0.98865 5.17137 -3.17766 0.3 -0.3 -0.9 0.033
C -1.06889 -5.99371 4.91427 -0.3 -0.3 -2.7 -0.108
C 0.49875 -6.16221 4.79843 -1.5 -0.1 0.3 -0.628
C 1.07220 -5.38124 6.00026 -1.4 -0.9 1.4 -0.126
C 0.65696 -7.68958 4.87346 1.5 1.4 3.2 -0.084
Si 1.36709 -5.40384 3.32417 -0.2 -0.7 -1.4 0.432
Br 0.35452 -3.38845 3.28342 0.1 0.5 -0.4 0.492
C 0.96906 -6.36917 1.62861 -0.5 2.3 1.5 -0.610
C 2.00690 -7.46389 1.45276 2.3 -1.2 -1.1 -0.113
C -0.45994 -6.92610 1.64341 -0.5 -1.2 -0.6 -0.110
C 0.98169 -5.21856 0.54388 1.0 -0.9 -1.6 -0.143
C 3.27072 -5.10379 3.58307 0.0 1.3 -1.0 -0.601
C 4.07245 -4.72274 2.25797 -1.6 0.1 0.1 -0.080
C 3.47051 -3.85238 4.48399 -0.1 -0.5 0.7 -0.137
C 3.86717 -6.34367 4.20450 0.9 -2.2 1.4 -0.127
H -1.64381 -6.85649 4.42436 1.0 1.0 0.8 0.094
H -1.45094 -5.11242 4.34882 0.2 -0.3 0.9 0.033
H -1.30592 -5.97701 5.95826 -0.4 0.2 0.5 0.058
H 0.38141 -5.60438 6.87045 1.0 0.3 -0.6 0.101
H 1.05885 -4.29823 5.87371 -0.2 -0.2 -0.1 0.040
H 2.06679 -5.68773 6.27269 0.4 -0.1 0.1 0.060
H 0.30421 -8.02071 5.89395 0.3 0.1 -1.0 0.118
H 1.68858 -7.94749 4.76588 0.8 -0.5 0.3 0.049
H 0.15971 -8.20827 4.14274 -1.5 -1.0 -1.7 0.028
H 1.75132 -8.48520 1.88003 -0.4 1.2 -0.9 0.103
H 3.04724 -7.37747 1.91051 -1.4 0.8 -0.4 0.055
H 2.29018 -7.49110 0.33747 -0.7 -0.6 1.4 0.099
H -0.72679 -7.46367 2.57268 0.5 -0.2 -0.7 0.043
H -0.58187 -7.62524 0.71753 -0.1 1.1 1.6 0.124
H -1.23399 -6.14139 1.63883 0.4 -0.1 -0.4 0.077
H 1.36143 -5.68188 -0.44795 -0.7 0.8 1.3 0.099
H 1.65815 -4.36695 0.75996 -0.3 -0.6 -0.1 0.024
H -0.01704 -4.76834 0.34670 0.6 -0.5 0.4 0.069
H 3.51155 -3.92537 1.69262 0.6 -0.8 0.4 0.076
H 4.28143 -5.57371 1.60470 -0.2 0.1 0.0 0.070
H 5.01614 -4.29089 2.54838 0.5 0.1 0.2 0.068
H 3.36130 -2.91961 3.92259 0.1 -0.2 0.1 0.066
H 4.44323 -3.88359 5.00101 0.0 0.0 -0.5 0.094
H 2.75156 -3.84640 5.30205 0.1 0.3 -0.2 0.029
H 3.43583 -7.34091 3.82935 0.7 1.5 0.6 0.074
H 3.84970 -6.39592 5.34643 -0.5 0.2 -1.4 0.099
H 4.96556 -6.40867 4.03844 -0.5 0.1 -0.3 0.092
```
Positions in Å, forces in eV/Å.

Spin multiplicity ... 3
Frontier orbital gap (alpha / beta) ... 0.2530 / 0.2190 hartree
LUMO energy (alpha / beta) ... -2.9987 / -4.0175 eV
E_tot ... -195349.504 eV
Total charge ... +1
Expectation value of S² ... 2.05